A 12-piece molecular cluster, C61H71N15O6S overall at a distorted geometry. Source: the OMol25 dataset; level of theory: ωB97M-V/def2-TZVPD.

```
154
Properties=species:S:1:pos:R:3:forces:R:3:mulliken_charge:R:1
C 0.6538 0.3075 2.7353 -0.38 0.21 -0.37 -1.35
C 1.1632 0.7795 1.3779 0.11 -0.92 0.22 1.31
C 1.9007 -0.3469 0.6560 -0.35 0.57 -0.43 -1.70
C 2.0496 2.0344 1.5054 -0.34 -0.11 -0.21 -1.33
C 1.4489 3.1653 0.7264 0.49 -0.46 0.49 -0.32
C 0.2214 3.6036 1.0720 -0.20 0.27 0.01 -0.77
C -0.4091 4.6026 0.3250 -0.50 0.22 0.20 0.50
C -1.6876 5.0243 0.7038 0.60 -0.33 -0.08 -0.48
C -2.3511 5.9359 -0.0303 -0.97 0.49 0.16 -0.05
C -3.7926 6.3566 0.4017 -1.35 0.35 0.62 0.06
O -4.4034 5.4030 0.9020 0.61 0.59 0.24 -0.64
O -4.1118 7.5387 0.2232 0.58 -0.28 -0.20 -0.69
N -1.7575 6.4315 -1.1363 0.27 -0.41 0.71 0.57
O -2.5465 7.3414 -1.8579 0.89 0.04 -0.51 -0.45
C -3.3372 6.6394 -2.6194 -0.72 0.16 -0.09 0.79
N -4.0585 6.0158 -3.2582 -0.10 0.03 -0.21 -0.54
C -0.5326 6.1016 -1.5807 -0.16 0.45 -0.07 0.18
C -0.0803 6.7101 -2.8641 0.39 -0.28 -0.24 -1.84
S -0.1535 5.4096 -4.1525 -1.05 -0.62 0.27 0.94
O -1.4182 5.6025 -4.7983 0.10 0.57 -0.44 -0.55
O 0.0362 4.1119 -3.5820 0.68 0.01 0.15 -0.56
C 0.2015 5.1825 -0.8175 0.61 0.15 -0.25 0.64
C 1.5501 4.7665 -1.1312 0.39 0.06 -0.18 -0.13
N 2.3259 5.3103 -2.1836 -0.76 0.30 0.16 -0.35
C 2.0868 3.7877 -0.3533 0.06 -0.32 -0.16 1.00
O 3.3996 3.3174 -0.6432 -0.08 0.55 -0.05 -0.60
C 3.4069 2.4469 -1.5985 -0.04 -0.56 -0.01 0.57
N 3.3963 1.6276 -2.4075 0.13 0.14 -0.14 -0.50
H 1.4204 0.3864 3.4990 0.06 -0.20 0.20 0.19
H -0.2194 0.8981 3.0065 0.02 0.18 0.37 0.31
H 0.2883 -0.7089 2.6361 0.07 -0.28 0.23 0.40
H 0.2776 0.9762 0.7801 -0.06 0.32 -0.18 0.09
H 1.2321 -1.1945 0.5479 0.07 -0.31 0.17 0.53
H 2.1143 -0.0165 -0.3597 0.33 -0.05 -0.13 0.41
H 2.8235 -0.6193 1.1574 0.09 -0.19 0.11 0.18
H 3.0568 1.7794 1.1974 0.19 0.20 -0.05 0.60
H 2.0794 2.3323 2.5494 0.12 0.11 0.16 0.37
H -0.3001 3.1805 1.9137 -0.11 -0.09 0.12 0.58
H -2.1882 4.6077 1.5598 -0.19 -0.10 0.07 0.60
H 0.9261 7.0721 -2.7565 0.32 -0.02 -0.16 0.75
H -0.6839 7.5348 -3.2157 -0.32 -0.03 0.01 0.59
H 0.8640 5.7014 -5.0045 0.03 0.13 0.17 0.21
H 3.1135 4.7324 -2.4237 0.19 0.05 0.02 0.21
H 2.6240 6.2469 -1.9489 0.29 0.02 -0.09 0.26
N -2.3024 6.5559 -7.4291 -0.08 -0.04 -0.06 0.17
C -2.5593 7.8967 -7.3877 0.05 0.01 0.02 -0.63
C -2.2843 8.4153 -8.6274 0.04 0.01 0.02 -0.75
C -1.8447 7.3392 -9.4464 0.00 0.02 0.00 -0.22
C -1.8744 6.2054 -8.6757 0.07 0.04 0.03 -0.69
H -2.4110 5.9217 -6.6579 -0.01 0.05 0.05 0.20
H -2.9130 8.3650 -6.4850 -0.04 0.01 -0.02 0.43
H -2.3849 9.4487 -8.9144 -0.01 0.00 -0.01 0.44
H -1.5431 7.3913 -10.4797 -0.03 -0.01 -0.01 0.46
H -1.6237 5.1842 -8.9064 0.00 0.00 -0.04 0.62
N 0.8006 -2.9833 5.1416 -0.04 -0.01 0.12 0.75
C 0.1536 -2.2483 6.0972 0.04 0.02 -0.09 -0.26
C -1.1665 -2.6156 6.0939 0.03 -0.06 0.03 -1.58
C -1.3189 -3.6204 5.0983 0.06 0.01 0.22 0.57
C -0.0875 -3.8223 4.5333 0.06 0.01 -0.26 -2.09
H 1.7790 -2.9150 4.9185 0.04 0.08 -0.04 -0.04
H 0.6877 -1.5267 6.6912 -0.03 0.03 0.00 0.47
H -1.9353 -2.2122 6.7306 -0.01 0.00 0.01 0.50
H -2.2288 -4.1331 4.8306 0.30 -0.09 0.25 0.79
H 0.2320 -4.4882 3.7492 -0.03 0.10 -0.10 0.67
N -4.0990 -6.4412 3.9239 0.17 0.08 -0.07 0.13
C -4.4724 -6.7320 2.6400 -0.21 -0.18 0.05 -0.69
C -5.8140 -6.4764 2.5255 0.09 -0.06 0.04 -0.43
C -6.2646 -6.0081 3.7906 0.05 -0.01 -0.05 -0.42
C -5.1834 -5.9969 4.6299 -0.06 0.08 0.08 -0.58
H -3.1703 -6.5404 4.2906 0.00 -0.11 0.05 0.17
H -3.7562 -7.0956 1.9230 -0.03 -0.04 0.00 0.52
H -6.4072 -6.6105 1.6358 0.03 0.03 0.02 0.45
H -7.2671 -5.7149 4.0520 0.00 0.01 0.00 0.44
H -5.0926 -5.7123 5.6640 -0.02 -0.02 0.03 0.40
N 0.6262 -6.7345 5.3651 -0.11 -0.03 0.04 0.19
C 0.6575 -7.5742 4.2849 0.01 0.02 0.05 -0.47
C 1.4618 -8.6374 4.6048 -0.05 0.02 0.00 -0.75
C 1.9322 -8.4257 5.9300 -0.04 -0.01 -0.03 -0.76
C 1.3919 -7.2448 6.3677 0.03 -0.01 0.07 -0.80
H 0.1229 -5.8640 5.4225 -0.01 -0.03 -0.01 0.33
H 0.1112 -7.3447 3.3853 0.02 -0.02 -0.02 0.49
H 1.6916 -9.4691 3.9605 0.01 0.01 -0.02 0.49
H 2.5916 -9.0646 6.4947 -0.04 -0.02 0.04 0.52
H 1.4881 -6.7175 7.3006 -0.01 -0.05 0.05 0.82
N 5.0398 -4.1680 9.1475 -0.04 -0.04 -0.04 0.03
C 3.9992 -3.5575 8.5024 0.09 0.03 0.01 -0.92
C 3.3496 -4.5106 7.7599 0.01 -0.02 -0.05 0.15
C 4.0239 -5.7458 7.9727 0.06 0.04 0.01 -0.37
C 5.0593 -5.4997 8.8328 -0.01 0.11 0.03 -0.75
H 5.6889 -3.7096 9.7594 0.01 0.01 0.02 0.18
H 3.8101 -2.5043 8.6283 -0.04 0.00 0.05 0.40
H 2.4851 -4.3430 7.1366 -0.04 -0.02 0.04 0.49
H 3.7773 -6.6994 7.5408 0.03 0.00 -0.05 0.42
H 5.8058 -6.1550 9.2468 0.00 -0.02 -0.01 0.39
N -3.4182 3.3756 -1.8027 0.00 -0.22 0.18 0.33
C -2.8866 2.1114 -1.7393 0.28 0.04 0.07 -1.14
C -3.6165 1.3978 -0.8254 0.08 0.03 -0.06 -0.03
C -4.6348 2.2594 -0.3320 0.01 -0.04 0.04 -0.75
C -4.4856 3.4685 -0.9524 -0.18 -0.08 -0.38 -0.45
H -3.0801 4.1228 -2.3779 -0.14 -0.13 -0.29 -0.07
H -2.0342 1.8382 -2.3384 0.00 -0.01 -0.02 0.51
H -3.4416 0.3739 -0.5418 0.03 -0.04 -0.05 0.42
H -5.3868 2.0197 0.4010 -0.01 0.02 0.00 0.47
H -5.0406 4.3854 -0.8571 -0.01 -0.26 -0.07 0.63
N 5.8183 -10.0058 3.6590 -0.01 0.07 -0.08 0.00
C 4.7981 -9.1402 3.9475 0.12 -0.10 0.04 -0.37
C 4.7916 -8.1640 2.9891 0.01 0.03 -0.04 -0.20
C 5.8483 -8.4546 2.0823 0.00 0.01 0.01 -0.68
C 6.4612 -9.5972 2.5219 0.02 -0.03 0.04 -0.47
H 6.0580 -10.8161 4.1982 0.00 -0.02 0.00 0.18
H 4.1700 -9.2922 4.8051 -0.01 0.04 0.01 0.27
H 4.1049 -7.3354 2.9430 -0.03 -0.02 0.01 0.50
H 6.1249 -7.8895 1.2081 0.00 0.00 -0.01 0.39
H 7.2944 -10.1517 2.1259 0.00 0.01 -0.02 0.38
N 4.3350 -1.9450 5.4780 -0.13 0.04 -0.10 0.17
C 4.0009 -0.6256 5.6314 0.00 -0.08 -0.01 -0.45
C 4.1971 0.0026 4.4281 -0.04 -0.05 0.05 -0.62
C 4.6658 -0.9783 3.5118 -0.04 0.00 0.01 -0.56
C 4.7388 -2.1678 4.1892 -0.04 -0.01 0.03 -0.76
H 4.2941 -2.6446 6.2028 0.07 -0.06 0.05 0.20
H 3.6543 -0.2484 6.5785 0.02 0.03 0.01 0.40
H 4.0212 1.0472 4.2306 0.03 0.01 0.00 0.52
H 4.9197 -0.8288 2.4757 0.03 0.00 0.00 0.56
H 5.0432 -3.1488 3.8667 0.03 0.00 -0.01 0.49
N 2.2078 3.7880 -8.2258 0.01 0.05 0.00 -0.02
C 1.3491 4.8499 -8.1146 0.09 -0.03 0.11 -0.65
C 1.6460 5.7387 -9.1131 0.02 0.07 0.00 -0.32
C 2.7238 5.1901 -9.8586 0.01 -0.03 0.03 -0.66
C 3.0454 3.9866 -9.2880 0.00 -0.01 0.04 -0.49
H 2.2192 2.9866 -7.6228 -0.02 -0.04 -0.02 0.20
H 0.6013 4.8813 -7.3396 -0.08 -0.03 -0.08 0.65
H 1.1439 6.6750 -9.2897 -0.05 -0.02 0.00 0.51
H 3.2055 5.6280 -10.7164 0.00 0.00 -0.01 0.40
H 3.7941 3.2578 -9.5464 0.00 0.00 -0.02 0.39
N -3.6281 -3.2446 2.8860 -0.11 -0.03 -0.14 0.58
C -4.0659 -1.9581 2.7384 0.02 0.02 0.05 -0.85
C -4.2323 -1.7179 1.3996 -0.01 -0.01 0.07 -0.37
C -3.8834 -2.9111 0.7111 0.06 -0.01 0.03 -0.98
C -3.5168 -3.8338 1.6565 0.13 0.06 -0.01 -0.36
H -3.4210 -3.6890 3.7642 -0.31 0.17 -0.41 0.14
H -4.2217 -1.3255 3.5952 -0.01 0.03 -0.01 0.47
H -4.5683 -0.7918 0.9662 -0.05 0.01 0.01 0.62
H -3.9005 -3.0727 -0.3538 -0.01 0.00 -0.01 0.46
H -3.1885 -4.8545 1.5594 -0.03 0.15 -0.04 0.49
N -3.9628 2.5912 -12.2849 0.02 0.06 0.00 0.04
C -4.5190 3.5115 -11.4373 0.02 -0.08 -0.03 -0.85
C -3.5302 4.3726 -11.0453 -0.08 0.00 -0.03 -0.08
C -2.3298 3.9585 -11.6856 0.01 0.01 0.02 -0.25
C -2.6302 2.8583 -12.4436 -0.02 -0.04 0.00 -0.73
H -4.4563 1.8363 -12.7221 -0.01 -0.01 -0.01 0.19
H -5.5650 3.4732 -11.1867 0.00 0.01 0.02 0.38
H -3.6511 5.2075 -10.3776 -0.01 0.03 -0.02 0.46
H -1.3579 4.4169 -11.5990 0.00 0.00 0.00 0.46
H -2.0139 2.2459 -13.0790 0.02 0.01 0.01 0.38
```
Forces are in eV/Å.

Properties
Gap between HOMO and LUMO in eV: 5.3
LUMO energy in eV: -2.12
Highest occupied orbital energy in eV: -7.46